# C23H26FN4O5PtS2

A molecular structure, C23H26FN4O5PtS2 (wB97M-V/def2-TZVPD, the OMol25 dataset).

```
62
Properties=species:S:1:pos:R:3:forces:R:3
Pt -0.500 0.838 1.795 -1.0 0.0 -1.0
F 2.024 -4.901 -0.011 0.0 0.1 0.0
C 1.573 -3.848 0.725 0.0 -0.1 -0.1
C 2.452 -2.827 1.028 -0.1 -0.1 0.0
C 1.984 -1.759 1.778 -0.1 0.0 -0.1
C 0.661 -1.713 2.219 -0.1 0.1 0.2
C 0.159 -0.562 3.035 0.4 -0.3 0.3
C -0.196 -2.764 1.882 0.2 0.0 0.0
C 0.251 -3.839 1.130 0.1 0.1 0.0
H 3.474 -2.873 0.678 0.0 0.0 0.0
H 2.650 -0.938 2.016 0.0 0.0 0.0
H 0.962 -0.135 3.643 -0.1 -0.1 0.0
H -0.678 -0.863 3.673 0.0 0.1 -0.1
H -1.229 -2.726 2.203 0.0 0.0 0.1
H -0.405 -4.655 0.860 0.0 0.0 0.0
O 6.025 3.219 -1.175 0.0 0.0 0.0
C 5.881 3.467 0.154 0.0 0.0 0.1
O 6.820 3.880 0.781 -0.1 0.0 -0.1
C 4.530 3.216 0.731 0.1 -0.1 -0.2
C 3.548 2.455 0.088 0.1 0.1 0.1
C 2.305 2.270 0.657 0.0 0.0 0.1
C 1.998 2.848 1.896 -0.3 -0.1 0.0
S 0.391 2.693 2.657 0.7 -0.2 0.1
C 2.990 3.585 2.542 0.0 0.2 0.1
C 4.237 3.768 1.972 0.0 0.0 0.0
H 5.169 2.968 -1.542 0.0 0.0 0.0
H 3.740 1.955 -0.857 0.0 0.0 0.0
H 1.566 1.657 0.161 -0.1 0.0 0.0
H 2.772 4.020 3.509 0.0 0.0 0.0
H 5.001 4.336 2.484 0.0 0.0 0.0
C -2.952 -0.142 -4.264 0.0 0.0 -0.1
C -2.420 0.171 -2.874 0.1 0.0 0.1
C -1.565 -0.945 -2.212 0.0 0.0 0.1
C -0.368 -1.322 -3.091 0.0 0.1 0.0
C 0.575 -2.313 -2.422 0.0 0.0 0.0
C -2.448 -2.153 -2.003 0.1 0.0 0.0
O -2.734 -2.939 -2.884 0.0 -0.1 -0.1
N -2.951 -2.286 -0.744 -0.1 0.0 -0.1
C -2.726 -1.442 0.358 -0.1 0.0 0.5
O -3.421 -1.648 1.346 0.0 -0.1 0.0
N -1.764 -0.502 0.284 0.9 0.3 -0.2
C -1.085 -0.330 -0.892 0.1 0.1 0.2
O -0.108 0.408 -0.936 -0.1 0.1 -0.3
H -3.637 0.645 -4.583 0.0 0.0 0.0
H -3.483 -1.092 -4.292 0.0 0.0 0.0
H -2.149 -0.192 -4.998 0.0 0.0 0.0
H -3.252 0.412 -2.204 0.0 0.0 0.0
H -1.777 1.055 -2.904 0.0 0.0 0.0
H 0.162 -0.397 -3.326 0.0 0.0 0.0
H -0.752 -1.744 -4.020 0.0 0.0 0.0
H 1.031 -1.882 -1.531 0.0 0.0 0.0
H 1.378 -2.609 -3.097 0.0 0.0 0.0
H 0.048 -3.223 -2.129 0.0 0.0 0.0
H -3.610 -3.034 -0.582 0.0 0.1 0.0
N -4.633 1.012 1.468 0.0 -0.1 -0.1
C -3.689 1.749 2.119 0.1 0.0 -0.2
N -3.358 2.937 1.544 -0.1 0.1 0.0
S -2.974 1.246 3.515 -0.3 0.1 0.6
H -4.818 1.255 0.506 0.0 0.0 0.0
H -4.542 0.011 1.635 0.0 0.2 0.1
H -3.573 3.107 0.576 0.0 0.0 0.0
H -2.558 3.414 1.930 0.0 -0.1 0.0
```
Forces are in eV/Å.

E_HOMO: -4.36 eV
net charge: -1
Kohn-Sham gap: 0.243 Eh

Löwdin population analysis, charges in e, atoms 1 to 8:
1 Pt 0.62
2 F 0.03
3 C -0.30
4 C -0.02
5 C -0.04
6 C -0.30
7 C -0.30
8 C -0.05

# C5H9NO2

A gas-phase ion, C5H9NO2 (charge -1) (wB97M-V/def2-TZVPD, the OMol25 dataset).

```
17
Properties=species:S:1:pos:R:3:forces:R:3
O -3.309 0.933 1.016 0.1 0.2 0.1
C -2.150 1.200 0.779 -0.8 -0.1 -0.3
O -1.538 2.207 1.438 0.0 0.5 -0.2
C -1.365 0.484 -0.280 0.1 -0.4 0.9
C 0.158 0.618 -0.241 -0.1 -0.6 -0.4
C 0.801 -0.766 -0.305 -0.6 -0.4 0.1
C 2.865 -1.840 -0.388 -0.2 -0.4 0.1
N 2.183 -0.687 -0.269 1.0 0.5 -0.3
H -2.258 2.749 1.811 0.3 -0.5 0.2
H -1.653 -0.557 -0.099 0.2 -0.1 0.0
H -1.870 0.685 -1.225 0.2 0.4 -0.1
H 0.517 1.080 0.668 -0.1 0.4 0.1
H 0.548 1.159 -1.100 0.0 0.3 0.1
H 0.369 -1.262 -1.213 0.2 -0.1 -0.1
H 0.396 -1.388 0.534 -0.2 0.1 0.1
H 2.364 -2.788 -0.609 -0.1 -0.1 -0.1
H 3.941 -1.829 -0.517 0.1 0.1 0.0
```
Forces are in eV/Å.

E_HOMO (alpha / beta): 0.46 / -3.49 eV
spin multiplicity: 2
net charge: -1
Kohn-Sham gap (alpha / beta): 0.095 / 0.240 Eh

Löwdin population analysis, charges in e, atoms 1 to 8:
1 O 0.06
2 C -0.53
3 O 0.09
4 C -0.12
5 C -0.21
6 C -0.45
7 C -0.28
8 N -0.20

# C15H18NO6OsSSe

A molecular structure, C15H18NO6OsSSe (wB97M-V/def2-TZVPD, the OMol25 dataset).

```
43
Properties=species:S:1:pos:R:3:forces:R:3
Os 0.778 0.027 0.154 -0.3 -0.3 -0.1
O -2.613 1.718 -0.262 -0.1 0.1 0.1
C -1.702 1.380 0.426 0.2 0.0 0.1
O -0.422 1.538 -0.028 -0.2 0.0 -0.2
C -1.846 0.776 1.812 0.0 -0.1 0.0
C -0.601 0.998 2.677 -0.1 0.0 0.0
C -0.865 0.671 4.138 0.0 -0.1 -0.1
C -0.976 -0.873 4.101 0.0 0.0 0.0
C -0.732 -1.185 2.631 0.0 0.0 0.0
O 0.235 -0.139 2.257 0.1 0.2 0.0
C -1.941 -0.799 1.776 0.0 0.0 -0.1
C -1.836 -1.404 0.384 0.2 0.0 0.0
O -2.729 -1.965 -0.170 0.0 0.0 0.1
O -0.613 -1.298 -0.212 -0.1 -0.1 0.1
H -2.733 1.214 2.265 -0.1 -0.1 -0.1
H -0.069 1.924 2.482 0.0 0.0 0.0
H -0.027 0.987 4.755 0.0 0.0 0.0
H -1.765 1.162 4.501 0.0 0.0 0.0
H -0.216 -1.338 4.724 0.0 0.0 0.0
H -1.950 -1.241 4.418 0.0 0.0 0.0
H -0.311 -2.165 2.424 0.1 0.0 -0.1
H -2.879 -1.167 2.184 0.0 0.1 0.1
C 0.772 -1.471 -2.867 0.0 0.0 0.0
S 1.187 0.086 -2.129 0.3 0.2 0.1
C -0.002 1.162 -2.881 -0.1 0.0 0.0
O 2.540 0.467 -2.527 -0.2 0.0 -0.1
H 0.800 -1.317 -3.945 0.0 0.0 0.0
H -0.211 -1.790 -2.525 0.0 0.0 0.0
H 1.538 -2.184 -2.568 0.0 0.0 0.0
H -1.009 0.806 -2.661 0.0 0.0 0.0
H 0.206 1.150 -3.950 0.0 0.0 0.0
H 0.134 2.154 -2.459 0.0 0.0 0.0
Se 2.617 1.343 0.714 0.3 0.1 0.2
C 4.177 0.603 -0.100 -0.1 0.0 0.0
C 4.480 -0.737 0.073 0.0 0.0 -0.1
C 5.657 -1.204 -0.499 0.0 0.0 0.0
N 6.486 -0.439 -1.198 0.0 0.0 0.0
C 6.169 0.845 -1.351 0.0 0.0 0.0
C 5.030 1.427 -0.813 0.0 0.0 0.1
H 3.844 -1.404 0.642 0.0 0.0 0.0
H 5.942 -2.244 -0.386 0.0 0.0 0.0
H 6.861 1.443 -1.931 0.0 0.0 0.0
H 4.821 2.476 -0.969 0.0 0.0 0.0
```
Forces are in eV/Å.

E_HOMO (alpha / beta): -12.71 / -12.74 eV
net charge: +1
Kohn-Sham gap (alpha / beta): 0.256 / 0.235 Eh

Löwdin population analysis, charges in e, atoms 1 to 8:
1 Os 1.17
2 O 0.19
3 C -0.51
4 O -0.27
5 C -0.08
6 C -0.23
7 C -0.07
8 C -0.07

# C10H8GaN3O6

A molecular structure, C10H8GaN3O6 (wB97M-V/def2-TZVPD, the OMol25 dataset).

```
28
Properties=species:S:1:pos:R:3:forces:R:3
O 5.752 1.509 0.757 -1.5 -1.7 0.2
C 4.932 0.722 0.826 2.4 2.1 -0.3
Ga 1.863 -0.234 0.455 0.0 -2.5 1.0
O 2.771 2.730 -0.063 -1.9 -4.9 0.2
C 2.378 1.644 -0.004 2.5 6.9 -0.3
C 1.031 -2.090 0.924 -1.6 -4.9 -0.3
O 0.731 -3.197 1.034 1.4 3.0 -0.1
C 1.022 0.319 2.386 -2.6 1.3 3.8
O 0.447 0.484 3.361 2.3 -0.3 -2.8
C 2.457 -1.056 -1.514 -0.2 -1.1 -4.5
O 2.515 -1.429 -2.593 0.1 1.0 3.6
H 3.117 -0.889 1.147 -0.1 0.6 -0.3
C -3.316 -1.229 1.139 -0.7 -0.3 0.4
N -2.397 -0.487 0.272 -0.4 0.7 -0.8
C -2.886 0.277 -0.742 0.2 -0.2 0.1
C -2.044 0.929 -1.588 -0.1 0.3 -0.6
C -0.662 0.797 -1.397 0.1 0.1 0.0
N -0.207 0.083 -0.353 1.7 0.4 0.4
C -1.054 -0.506 0.510 -0.6 -1.6 2.2
O -0.646 -1.115 1.553 -0.9 1.4 -1.8
N 0.246 1.374 -2.227 -0.4 0.1 0.6
H -2.728 -1.729 1.912 -0.3 0.1 -0.2
H -3.876 -1.965 0.543 0.3 0.2 0.1
H -4.045 -0.537 1.585 0.4 -0.2 0.0
H -3.971 0.339 -0.820 0.2 0.0 0.0
H -2.394 1.563 -2.398 -0.2 -0.2 0.2
H -0.150 2.012 -2.913 0.4 -0.1 0.0
H 1.115 1.680 -1.794 -0.5 -0.1 -0.8
```
Forces are in eV/Å.

E_HOMO: -16.80 eV
net charge: +2
Kohn-Sham gap: 0.293 Eh

Löwdin population analysis, charges in e, atoms 1 to 8:
1 O 0.11
2 C 0.02
3 Ga 0.14
4 O 0.28
5 C 0.01
6 C -0.05
7 O 0.24
8 C 0.07

# C43H36AlNO3P2S

A molecular structure, C43H36AlNO3P2S (wB97M-V/def2-TZVPD, the OMol25 dataset).

```
87
Properties=species:S:1:pos:R:3:forces:R:3
C 0.765 -1.034 -2.998 -0.1 -0.1 0.0
C -0.271 -1.501 -2.186 -0.1 0.8 0.0
C -1.571 -1.589 -2.701 0.1 -0.2 0.4
C -1.819 -1.299 -4.035 0.1 0.1 -0.2
C -0.770 -0.914 -4.870 0.1 0.1 0.4
C 0.517 -0.763 -4.332 0.0 -0.2 0.1
P 0.052 -1.855 -0.441 -0.3 -2.8 -1.6
C -1.272 -3.031 -0.027 -0.1 0.3 0.5
C -2.385 -2.568 0.687 0.2 -0.5 -0.2
C -3.403 -3.459 1.021 0.0 0.2 -0.1
C -3.306 -4.797 0.629 0.1 0.1 -0.1
C -2.196 -5.250 -0.096 -0.1 0.2 0.1
C -1.163 -4.368 -0.422 -0.2 0.2 0.1
Al 0.095 0.015 0.816 -0.2 -0.3 3.3
P 0.123 1.994 -0.286 0.2 3.4 -1.6
C -1.202 2.027 -1.541 -0.2 -0.8 0.0
C -0.983 2.306 -2.895 0.1 0.0 0.2
C -2.063 2.350 -3.773 0.0 -0.1 -0.1
C -3.350 2.039 -3.340 0.2 0.0 0.1
C -3.556 1.680 -2.008 -0.1 0.0 0.2
C -2.493 1.684 -1.109 0.1 -0.1 -0.1
C -0.114 3.510 0.713 -0.2 -0.2 0.7
C 0.766 3.697 1.793 0.1 0.2 -0.4
C 0.568 4.746 2.689 -0.1 0.0 -0.2
C -0.526 5.604 2.513 0.1 -0.2 -0.1
C -1.379 5.448 1.410 0.1 -0.1 0.0
C -1.178 4.402 0.503 0.0 -0.2 0.2
C 1.695 2.322 -1.148 0.3 -0.6 0.3
C 2.745 1.400 -1.039 -0.1 0.3 -0.4
C 3.932 1.617 -1.743 0.0 -0.2 0.1
C 4.079 2.756 -2.537 -0.1 -0.1 0.1
C 3.052 3.704 -2.596 -0.2 -0.1 0.2
C 1.868 3.505 -1.882 0.1 -0.1 -0.1
C 1.642 -2.745 -0.438 0.3 0.3 0.3
C 2.069 -3.506 -1.538 0.1 0.0 0.1
C 3.321 -4.124 -1.494 -0.2 0.1 0.1
C 4.148 -3.979 -0.375 -0.1 0.1 0.1
C 3.716 -3.231 0.724 -0.2 0.0 -0.1
C 2.459 -2.629 0.694 0.1 0.1 -0.1
H 1.628 3.031 1.907 -0.3 0.3 0.1
H 1.258 4.870 3.530 -0.3 0.0 -0.3
H -0.707 6.392 3.250 0.0 -0.2 -0.4
H -2.220 6.132 1.269 0.3 -0.2 0.0
H -1.848 4.257 -0.347 0.1 0.1 0.4
H 0.025 2.484 -3.260 -0.2 0.0 0.0
H -1.894 2.613 -4.815 0.0 -0.1 0.2
H -4.185 2.051 -4.041 0.2 0.0 0.2
H -4.550 1.408 -1.659 0.2 0.1 -0.1
H -2.655 1.410 -0.063 -0.1 0.2 -0.1
H 2.633 0.522 -0.395 0.2 0.0 -0.2
H 4.738 0.885 -1.670 -0.2 0.3 0.0
H 5.003 2.911 -3.098 -0.3 0.0 0.2
H 3.171 4.601 -3.202 0.0 -0.2 0.2
H 1.087 4.267 -1.887 0.2 -0.2 -0.1
H 1.437 -3.608 -2.422 0.2 0.0 0.2
H 3.654 -4.712 -2.347 -0.1 0.1 0.2
H 5.135 -4.444 -0.351 -0.3 0.1 -0.1
H 4.338 -3.105 1.610 -0.1 -0.1 -0.3
H 2.096 -2.073 1.562 0.2 -0.2 -0.1
H -2.438 -1.521 1.000 -0.1 -0.2 0.0
H -4.261 -3.084 1.583 0.2 -0.3 -0.2
H -4.111 -5.487 0.890 0.3 0.2 -0.1
H -2.131 -6.293 -0.406 0.0 0.3 0.1
H -0.283 -4.709 -0.971 -0.3 0.0 0.2
H -2.373 -1.922 -2.047 0.1 0.1 -0.2
H -2.835 -1.370 -4.427 0.3 -0.1 0.1
H -0.985 -0.700 -5.916 0.2 -0.1 0.3
H 1.382 -0.438 -4.906 -0.4 -0.2 0.0
H 1.777 -0.906 -2.613 -0.2 -0.1 -0.1
H 0.270 0.816 -6.504 0.9 0.0 0.2
H 0.898 0.609 -6.115 -0.8 0.7 -1.0
O -0.014 -2.314 2.552 -0.2 1.4 1.3
C -0.138 -1.317 3.287 0.4 -1.3 -1.3
N -0.076 -0.056 2.744 0.4 1.3 -3.0
S -0.218 1.260 3.838 0.0 -0.9 0.0
O 1.049 1.943 3.933 -1.0 -0.5 0.0
O -1.434 1.957 3.505 0.9 -0.2 0.2
C -0.393 0.098 5.153 -0.1 0.2 1.1
C -0.505 0.427 6.496 0.0 -0.2 -0.2
C -0.596 -0.621 7.424 0.1 0.0 -0.4
C -0.530 -1.965 6.991 0.0 0.3 0.1
C -0.368 -2.284 5.638 -0.2 0.6 -0.1
C -0.319 -1.217 4.727 0.0 -0.8 0.7
H -0.509 1.481 6.755 -0.1 -0.2 0.4
H -0.703 -0.380 8.487 0.0 -0.2 -0.5
H -0.610 -2.755 7.740 0.1 0.2 -0.3
H -0.304 -3.305 5.249 0.0 0.4 0.4
```
Forces are in eV/Å.

E_HOMO: -14.12 eV
net charge: +2
Kohn-Sham gap: 0.261 Eh

Löwdin population analysis, charges in e, atoms 1 to 8:
1 C -0.10
2 C -0.35
3 C -0.06
4 C -0.05
5 C -0.07
6 C -0.10
7 P 1.04
8 C -0.37

# C12H22BBr10F2N2O4

5 unconnected molecules or ions with the total composition C12H22BBr10F2N2O4 (wB97M-V/def2-TZVPD, the OMol25 dataset).

```
53
Properties=species:S:1:pos:R:3:forces:R:3
O -0.241 -3.448 -1.130 0.2 1.1 0.1
N -0.861 -2.869 -1.978 0.2 -2.0 0.5
O -1.369 -3.798 -2.819 -0.7 1.0 0.1
B -2.544 -3.273 -3.598 0.9 -0.2 -1.9
N -3.917 -3.644 -2.939 -1.2 0.7 2.3
C -4.523 -2.535 -2.292 0.3 0.1 -0.3
O -4.274 -2.088 -1.229 -0.2 0.1 0.5
F -5.494 -1.888 -3.040 1.0 -1.0 0.1
C -3.844 -4.779 -2.105 0.9 -2.8 -2.3
O -4.297 -5.856 -2.476 5.7 1.5 -1.7
F -3.264 -4.778 -0.861 -0.5 0.9 -1.2
H -2.453 -2.093 -3.775 -0.2 0.3 0.3
H -2.516 -3.835 -4.668 0.1 -0.2 0.0
Br 0.660 -1.179 1.560 -0.1 0.0 0.2
C -0.188 -2.400 2.818 0.3 -0.1 -0.2
C -1.237 -3.247 2.145 -0.3 0.0 0.1
Br -2.866 -2.233 1.820 0.1 -0.1 0.0
H -0.582 -1.793 3.630 -0.1 -0.1 -0.1
H 0.623 -3.024 3.196 -0.1 0.0 0.0
H -1.537 -4.069 2.795 0.1 0.1 0.0
H -0.917 -3.646 1.184 0.0 0.1 0.0
Br -6.082 -5.430 -1.389 -6.1 0.3 3.7
C -6.121 -5.809 0.527 -0.4 0.2 -0.3
C -7.083 -6.922 0.858 0.0 0.1 0.3
Br -8.932 -6.307 0.815 0.0 -0.1 0.0
H -6.358 -4.874 1.031 0.0 -0.1 0.1
H -5.099 -6.101 0.773 -0.1 0.0 -0.1
H -6.926 -7.275 1.877 0.0 0.0 -0.1
H -7.013 -7.764 0.172 0.0 0.1 0.0
Br 2.641 1.360 0.023 0.1 0.0 0.1
C 4.557 1.128 0.307 -0.1 0.1 -0.3
C 4.935 -0.328 0.390 0.1 -0.1 0.2
Br 4.458 -1.089 2.117 0.0 0.0 -0.1
H 4.814 1.689 1.202 0.0 -0.1 0.0
H 5.026 1.596 -0.558 0.0 -0.1 0.0
H 6.015 -0.445 0.317 -0.1 0.1 0.0
H 4.454 -0.939 -0.370 0.0 0.1 0.0
Br 0.159 7.047 1.383 0.0 0.1 -0.1
C 0.512 5.764 -0.042 -0.2 0.0 0.2
C 1.806 5.029 0.188 0.0 0.0 -0.2
Br 3.343 6.145 -0.249 0.1 0.0 0.1
H 0.493 6.317 -0.978 0.1 -0.1 0.1
H -0.329 5.073 -0.016 0.1 0.0 0.0
H 1.882 4.170 -0.477 0.0 0.1 0.0
H 1.936 4.699 1.215 -0.1 0.0 -0.1
Br 6.540 10.809 -0.215 0.0 -0.1 -0.1
C 5.908 9.085 0.439 0.0 0.3 0.2
C 7.045 8.244 0.957 0.0 -0.3 -0.1
Br 8.076 7.467 -0.501 0.0 0.1 0.1
H 5.364 8.616 -0.377 0.1 0.0 0.1
H 5.213 9.325 1.243 0.1 -0.1 0.0
H 6.663 7.393 1.521 -0.1 0.1 0.0
H 7.743 8.802 1.576 -0.1 0.0 -0.1
```
Forces are in eV/Å.

E_HOMO: -5.60 eV
net charge: -1
Kohn-Sham gap: 0.265 Eh

Löwdin population analysis, charges in e, atoms 1 to 8:
1 O -0.05
2 N -0.05
3 O -0.08
4 B -0.51
5 N 0.10
6 C -0.51
7 O 0.12
8 F 0.07

The calculation returns the following strongest force on any atom values, one per record and in order: 1.48 1.16 0.42 7.35 3.76 7.13 eV Å⁻¹.